No. 1
93
Properties=species:S:1:pos:R:3:forces:R:3 method="wB97M-V/def2-TZVPD" e_homo_ev=-13.62 energy_ev=-173363.5398 total_charge=+2 max_force_ev_per_a=0.4
Mg 0.1836 -0.2216 0.1167 -0.20 0.10 0.37
C 4.6244 1.4984 5.3452 0.01 -0.02 0.03
C 4.9887 1.7141 3.8693 0.00 0.02 -0.03
C 6.1482 0.7853 3.4792 0.02 -0.02 0.02
C 5.4274 3.1640 3.6726 0.01 0.02 -0.01
C 3.7819 1.3674 3.0127 -0.08 -0.05 -0.04
C 3.1621 2.2752 2.1612 -0.01 -0.04 0.00
C 2.0858 1.8643 1.3982 0.04 0.18 -0.07
N 1.5867 0.6315 1.4365 -0.12 -0.21 -0.08
C 2.1523 -0.2646 2.2703 0.13 0.01 0.10
C 3.2420 0.0765 3.0507 -0.05 0.05 -0.05
C 1.5603 -1.6380 2.2737 0.09 -0.11 0.11
C 2.0162 -2.6414 3.1103 -0.04 0.03 -0.09
C 1.4804 -3.9304 3.0471 0.00 0.07 -0.04
C 0.4735 -4.1403 2.1110 0.02 0.00 0.00
C 0.0580 -3.0912 1.3164 -0.08 -0.10 -0.09
N 0.5697 -1.8643 1.3912 0.07 0.21 -0.10
C 2.0201 -5.0265 3.9511 -0.03 0.01 0.01
C 3.4920 -5.2677 3.5854 0.03 -0.03 0.01
C 1.2465 -6.3334 3.7836 0.01 -0.02 -0.01
C 1.9165 -4.5705 5.4131 0.01 0.00 0.03
H 5.4803 1.7503 5.9710 0.01 0.01 0.00
H 4.3592 0.4612 5.5551 -0.01 -0.01 0.00
H 3.7891 2.1329 5.6440 -0.01 0.01 0.00
H 7.0242 1.0237 4.0821 0.01 0.01 0.01
H 6.4192 0.9087 2.4293 0.00 0.01 -0.01
H 5.9091 -0.2652 3.6497 0.00 -0.01 0.00
H 6.2938 3.3671 4.3006 0.01 -0.01 0.01
H 4.6458 3.8697 3.9585 -0.01 0.00 0.01
H 5.7193 3.3658 2.6403 0.00 -0.01 -0.01
H 3.5076 3.2934 2.0688 0.01 0.00 0.00
H 1.6074 2.5560 0.7137 0.01 0.00 0.02
H 3.6931 -0.6591 3.6984 -0.01 -0.01 0.00
H 2.8046 -2.4358 3.8173 0.01 0.01 0.01
H 0.0136 -5.1080 1.9815 0.00 0.00 0.01
H -0.7111 -3.2468 0.5672 -0.01 0.00 0.03
H 3.5896 -5.5987 2.5498 -0.01 -0.01 0.03
H 3.9051 -6.0448 4.2285 0.00 -0.01 0.01
H 4.0984 -4.3706 3.7188 0.01 0.01 0.00
H 1.3386 -6.7345 2.7727 0.00 0.00 -0.02
H 0.1873 -6.2138 4.0176 -0.01 0.01 0.01
H 1.6488 -7.0808 4.4662 0.02 0.00 0.01
H 2.5113 -3.6781 5.6115 0.00 0.01 0.00
H 2.2884 -5.3596 6.0664 0.00 -0.01 0.00
H 0.8827 -4.3622 5.6920 -0.01 0.00 -0.01
C -3.4386 -0.1075 2.3418 -0.03 0.01 0.00
As -3.2120 0.4850 0.5366 0.00 0.10 -0.01
C -3.8686 2.2659 0.3182 -0.05 -0.02 0.02
C -4.1570 -0.6955 -0.6361 -0.01 0.00 -0.01
O -1.5777 0.4917 0.1580 0.22 -0.22 -0.13
H -4.4979 -0.2108 2.5735 0.00 0.02 -0.01
H -2.9859 0.6160 3.0175 0.01 0.01 -0.03
H -2.9460 -1.0723 2.4556 -0.01 0.01 -0.02
H -4.9506 2.2870 0.4428 0.01 -0.02 0.01
H -3.6079 2.6078 -0.6819 0.00 -0.02 0.00
H -3.4028 2.9147 1.0576 0.02 -0.03 0.00
H -5.2258 -0.6267 -0.4352 0.01 0.00 0.01
H -3.8253 -1.7198 -0.4736 0.02 0.03 0.02
H -3.9633 -0.4080 -1.6683 0.01 0.02 0.03
C 2.6204 -5.4311 -0.7143 0.02 -0.02 0.01
C 3.3744 -4.3875 -0.1950 0.03 -0.01 -0.03
C 3.1296 -3.0838 -0.5992 0.05 -0.01 0.01
C 2.1321 -2.8177 -1.5333 0.09 0.04 0.05
C 1.3760 -3.8629 -2.0517 -0.07 -0.04 0.01
C 1.6247 -5.1677 -1.6423 -0.04 0.02 -0.04
As 1.6551 -0.9839 -1.9412 -0.13 0.12 -0.05
C 0.8918 -1.0622 -3.7017 0.12 -0.08 -0.05
C 1.5264 -1.7742 -4.7195 0.03 -0.01 0.03
C 0.9714 -1.8065 -5.9885 0.01 0.00 0.02
C -0.2143 -1.1298 -6.2462 -0.01 0.00 -0.02
C -0.8476 -0.4225 -5.2366 -0.02 0.00 0.02
C -0.2967 -0.3910 -3.9622 -0.05 0.08 0.03
C 3.3086 0.0083 -2.1161 0.01 -0.10 -0.04
C 3.6666 0.5890 -3.3277 0.01 0.02 -0.02
C 4.8371 1.3306 -3.4214 -0.02 -0.01 -0.02
C 5.6546 1.4913 -2.3140 0.02 0.01 -0.02
C 5.2979 0.9160 -1.1031 0.00 0.01 0.03
C 4.1246 0.1855 -1.0000 -0.01 0.03 0.05
H 2.8196 -6.4498 -0.4092 0.00 -0.01 0.00
H 4.1683 -4.5884 0.5130 0.00 0.01 -0.02
H 3.7420 -2.2857 -0.1960 -0.04 -0.07 -0.04
H 0.6006 -3.6746 -2.7859 0.02 0.02 0.02
H 1.0439 -5.9779 -2.0625 0.00 -0.02 0.00
H 2.4519 -2.3042 -4.5246 -0.01 0.01 0.01
H 1.4646 -2.3575 -6.7776 0.00 0.00 -0.01
H -0.6432 -1.1557 -7.2387 -0.01 0.01 -0.01
H -1.7683 0.1072 -5.4407 -0.01 0.00 0.00
H -0.7946 0.1715 -3.1781 0.02 -0.02 0.00
H 3.0431 0.4724 -4.2042 -0.03 -0.02 0.00
H 5.1088 1.7793 -4.3671 0.01 0.00 -0.01
H 6.5687 2.0636 -2.3946 0.00 0.00 0.00
H 5.9340 1.0369 -0.2356 0.00 0.00 0.00
H 3.8608 -0.2454 -0.0404 -0.04 0.07 0.01

=====

No. 2
12
Properties=species:S:1:pos:R:3:forces:R:3 method="wB97M-V/def2-TZVPD" smiles="C[C@@H](C#N)C(=S)S" e_homo_ev=-9.17 energy_ev=-27388.1352 relative_energy_ev=1.581 max_force_ev_per_a=2.7
C 1.3581 0.5502 0.1024 1.31 1.26 -0.31
C 0.2006 -0.0510 -0.6668 -1.90 1.82 -0.58
C 0.2158 -1.4804 -0.5434 1.38 -0.63 -1.13
N 0.4336 -2.6024 -0.5800 -0.28 -0.74 0.30
C -1.2477 0.2168 -0.0539 0.47 1.52 0.37
S -2.5240 0.6978 -0.9151 0.25 -0.37 -0.16
S -1.3050 0.1410 1.7561 0.93 -0.33 -1.07
H 1.4955 0.0421 1.0220 0.04 -0.34 1.12
H 1.4308 1.6697 0.2915 -0.83 -1.38 -0.48
H 2.2535 0.3075 -0.4804 -0.03 0.04 0.08
H 0.3128 0.3133 -1.7743 -0.91 -0.95 1.99
H -2.6239 0.1952 1.8420 -0.44 0.09 -0.13

=====

No. 3
41
Properties=species:S:1:pos:R:3:forces:R:3 method="wB97M-V/def2-TZVPD" e_homo_ev="-15.18 / -15.19" energy_ev=-167388.5450 relative_energy_ev=0.000 total_charge=+2 max_force_ev_per_a=1.4
Pd 0.0096 -0.1308 0.0176 -0.12 -0.64 0.38
Se 2.4333 0.0544 0.0356 -1.07 0.89 0.13
P 2.2734 0.0408 2.3290 -0.14 -0.15 0.84
Se 0.1056 -0.0046 2.4852 -0.02 -0.27 -0.40
C 3.0306 1.5041 2.9873 0.02 0.07 -0.32
C 2.2807 2.3445 3.8114 -0.02 0.00 0.00
C 2.8645 3.4991 4.3055 -0.01 0.01 0.02
C 4.1701 3.8207 3.9633 0.00 0.01 -0.01
C 4.9165 2.9813 3.1424 -0.01 -0.01 0.00
C 4.3515 1.8218 2.6485 0.01 -0.04 0.07
C 3.0615 -1.4810 2.8089 0.12 0.00 -0.36
C 2.3732 -2.4028 3.5979 -0.05 0.00 0.02
C 3.0208 -3.5566 4.0067 0.00 0.00 0.02
C 4.3372 -3.7882 3.6337 0.00 -0.01 -0.01
C 5.0164 -2.8796 2.8297 0.00 0.02 0.00
C 4.3823 -1.7258 2.4091 0.00 -0.01 0.02
H 1.2606 2.1007 4.0789 -0.02 0.03 -0.06
H 2.2937 4.1555 4.9472 0.00 -0.01 0.02
H 4.6101 4.7372 4.3328 0.01 -0.02 0.03
H 5.9361 3.2341 2.8873 0.00 0.01 -0.01
H 4.9396 1.1760 2.0093 0.00 0.01 -0.03
H 1.3488 -2.2227 3.8961 0.00 -0.01 -0.03
H 2.4935 -4.2799 4.6128 0.01 0.02 0.03
H 4.8383 -4.6874 3.9658 -0.01 -0.01 -0.02
H 6.0373 -3.0727 2.5313 0.00 0.00 -0.01
H 4.9166 -1.0322 1.7718 0.02 0.02 0.01
O 2.2448 1.9042 -0.0812 0.71 -0.30 -0.28
C 1.2090 2.4219 -0.7499 -0.33 0.20 -0.17
O 0.1608 1.8718 -0.9732 0.16 0.06 -0.50
H 1.3957 3.4466 -1.0836 0.23 0.05 0.24
C -5.2586 -0.2987 -1.2551 -0.06 -0.01 -0.05
N -4.4691 -0.1624 -0.0229 -0.02 -0.01 -0.05
C -5.1820 -0.0299 1.2537 -0.06 -0.06 0.04
C -3.1834 -0.2545 -0.0508 0.12 0.13 -0.05
N -2.0274 -0.3301 -0.0845 0.47 0.03 0.47
H -5.9378 0.5485 -1.3326 0.02 0.01 -0.01
H -5.8327 -1.2239 -1.2211 0.01 0.00 0.00
H -4.5965 -0.3119 -2.1162 0.00 0.00 0.00
H -5.8768 0.8050 1.1794 0.02 0.01 0.01
H -4.4728 0.1623 2.0540 -0.01 0.00 0.00
H -5.7351 -0.9441 1.4669 0.01 0.00 0.00